# 1
This record from the OMol25 dataset describes a structure of composition C37H35AsInN7O2S6Se. The level of theory is ωB97M-V with the def2-TZVPD basis set.

```
! wB97M-V def2-TZVPD RIJCOSX def2/J DEFGRID3
* xyz -2 1
In -0.609 -0.486 0.156
O -2.706 -7.127 -0.422
C -2.312 -5.990 -0.328
S -2.088 -4.893 -1.679
C -1.629 -3.439 -0.774
C -1.524 -3.594 0.565
S -1.143 -2.453 1.821
S -1.876 -5.213 1.187
S -1.409 -2.056 -1.781
C -2.416 4.009 1.500
C -2.228 2.584 1.033
S -0.544 2.146 0.787
C -3.259 1.741 0.826
C -4.701 2.118 1.049
S -3.149 0.106 0.260
H -1.465 4.391 1.862
H -3.150 4.079 2.304
H -2.743 4.635 0.668
H -4.820 3.115 1.460
H -5.154 1.393 1.725
H -5.232 2.068 0.099
Se -0.589 2.743 -1.825
N -1.414 1.408 -2.570
C -2.729 1.741 -2.655
C -3.751 0.886 -3.061
C -5.042 1.368 -3.115
C -5.339 2.682 -2.753
C -4.348 3.541 -2.324
C -3.032 3.082 -2.267
N -1.960 3.814 -1.858
H -3.517 -0.140 -3.295
H -5.845 0.707 -3.413
H -6.368 3.024 -2.795
H -4.576 4.552 -2.012
O 1.246 -0.022 1.776
As 2.054 -1.344 2.213
C 1.828 -2.816 0.977
C 1.583 -4.149 1.467
C 1.506 -5.295 0.760
C 1.680 -5.405 -0.647
C 1.880 -4.384 -1.505
C 1.985 -2.959 -1.254
C 1.928 -1.532 4.149
C 2.391 -2.606 4.897
C 2.441 -2.514 6.279
C 2.039 -1.354 6.921
C 1.567 -0.285 6.176
C 1.511 -0.377 4.798
C 3.966 -0.976 2.083
C 4.923 -1.859 2.568
C 6.269 -1.593 2.390
C 6.666 -0.457 1.701
C 5.714 0.425 1.215
C 4.367 0.169 1.410
H 1.325 -4.167 2.525
H 1.261 -6.204 1.296
H 1.605 -6.404 -1.060
H 1.925 -4.627 -2.561
H 2.190 -2.404 -2.176
H 2.707 -3.518 4.402
H 2.809 -3.351 6.859
H 2.092 -1.287 8.001
H 1.253 0.621 6.675
H 1.143 0.442 4.187
H 4.606 -2.759 3.084
H 7.010 -2.282 2.775
H 7.721 -0.265 1.542
H 6.021 1.310 0.674
H 3.593 0.834 1.035
C 2.067 2.153 -5.261
C 3.432 1.550 -4.943
C 4.316 2.539 -4.189
C 3.272 0.238 -4.150
N 2.566 0.428 -2.919
C 1.320 0.072 -2.558
N 1.123 0.500 -1.339
N 2.232 1.106 -0.956
N 3.099 1.076 -1.877
H 2.183 3.047 -5.868
H 1.536 2.431 -4.351
H 1.450 1.445 -5.809
H 3.926 1.285 -5.887
H 3.894 2.757 -3.213
H 4.402 3.468 -4.746
H 5.312 2.129 -4.042
H 4.259 -0.173 -3.914
H 2.713 -0.491 -4.741
H 0.605 -0.472 -3.140
N 2.693 -2.351 -0.117
C 1.268 -2.130 -0.224
*
```

Summary:
LUMO level: 3.889 eV

Löwdin atomic charge list, values in e, 5 entries: atom 1 (In): 0.150, atom 2 (O): -0.120, atom 3 (C): -1.070, atom 4 (S): 0.915, atom 5 (C): -1.122

=====

# 2
This record from the OMol25 dataset describes a structure of composition C37H35BrCl5HfN3OS2. The level of theory is ωB97M-V with the def2-TZVPD basis set.

```
! wB97M-V def2-TZVPD RIJCOSX def2/J DEFGRID3
* xyz 2 1
Hf 0.264 0.143 0.054
C 1.096 2.287 0.553
C 2.027 1.664 -0.343
C 2.670 0.604 0.362
C 2.117 0.546 1.669
C 1.165 1.599 1.799
C 0.574 2.073 3.090
C 2.646 -0.261 2.814
C 3.911 -0.109 -0.078
C 2.426 2.198 -1.688
C 0.368 3.576 0.299
H -0.147 2.873 2.930
H 1.366 2.472 3.727
H 0.088 1.276 3.656
H 3.027 -1.236 2.503
H 1.894 -0.406 3.591
H 3.481 0.277 3.269
H 4.052 -0.061 -1.157
H 3.923 -1.155 0.232
H 4.777 0.371 0.384
H 2.803 1.414 -2.345
H 3.221 2.936 -1.564
H 1.597 2.693 -2.190
H -0.599 3.607 0.800
H 0.199 3.733 -0.763
H 0.964 4.413 0.669
Cl -1.744 -1.628 -0.843
C -2.816 -0.698 -1.859
C -4.004 -1.261 -2.281
C -4.837 -0.507 -3.089
C -4.486 0.783 -3.451
C -3.290 1.333 -3.018
Cl -2.887 2.938 -3.481
C -2.415 0.588 -2.208
S -0.880 1.307 -1.739
H -4.272 -2.267 -1.989
H -5.769 -0.925 -3.442
H -5.141 1.371 -4.078
Br -3.467 -1.758 5.415
C -2.485 -1.184 3.934
C -2.746 0.042 3.332
C -1.991 0.425 2.246
N -1.014 -0.343 1.733
C -0.778 -1.534 2.315
C -1.472 -1.987 3.409
H -3.519 0.693 3.715
H -2.167 1.375 1.755
H -0.002 -2.147 1.869
H -1.239 -2.945 3.852
Cl 7.469 -8.466 2.881
C 6.665 -7.280 1.933
C 6.313 -6.063 2.494
C 5.657 -5.126 1.716
C 5.349 -5.364 0.381
C 4.637 -4.281 -0.409
C 3.176 -4.696 -0.715
N 2.360 -3.518 -0.982
C 2.094 -2.964 -2.207
C 1.406 -1.816 -1.972
N 1.240 -1.668 -0.605
C 1.834 -2.723 -0.049
O 5.311 -3.961 -1.600
C 5.389 -2.581 -1.908
C 6.393 -1.774 -1.127
C 6.823 -0.560 -1.577
Cl 6.353 0.191 -3.045
S 7.891 0.227 -0.479
C 7.780 -1.090 0.607
C 6.956 -2.069 0.148
C 5.709 -6.604 -0.159
Cl 5.348 -7.026 -1.797
C 6.364 -7.555 0.608
H 6.557 -5.855 3.526
H 5.389 -4.176 2.167
H 4.579 -3.387 0.225
H 2.766 -5.236 0.137
H 3.169 -5.344 -1.586
H 2.427 -3.416 -3.126
H 1.019 -1.094 -2.673
H 1.930 -2.921 1.007
H 4.400 -2.112 -1.784
H 5.634 -2.527 -2.968
H 8.337 -1.082 1.530
H 6.809 -3.003 0.669
H 6.628 -8.506 0.169
*
```

Summary:
LUMO level: -6.104 eV

Löwdin atomic charge list, values in e, 5 entries: atom 1 (Hf): 1.339, atom 2 (C): -0.348, atom 3 (C): -0.332, atom 4 (C): -0.272, atom 5 (C): -0.280

=====

# 3
This record from the OMol25 dataset describes a structure of composition C37H35BrMoNO7S2Te. The level of theory is ωB97M-V with the def2-TZVPD basis set.

```
! wB97M-V def2-TZVPD RIJCOSX def2/J DEFGRID3
* xyz 0 2
Mo -0.682 -2.828 -0.320
O 3.371 -1.609 -0.626
S 2.189 -1.935 0.111
O 1.269 -0.865 0.444
O 1.382 -3.025 -0.579
C 2.728 -2.720 1.625
C 4.033 -2.438 1.996
C 4.582 -2.991 3.145
C 3.828 -3.846 3.926
C 2.517 -4.131 3.570
C 1.959 -3.575 2.429
S 0.259 -4.021 2.136
O -0.276 -4.502 3.368
O 0.161 -4.879 0.963
O -0.397 -2.709 1.701
H 4.624 -1.792 1.362
H 5.602 -2.755 3.416
H 4.248 -4.290 4.818
H 1.910 -4.778 4.186
C 4.552 5.126 -4.444
C 3.470 4.343 -3.754
C 2.506 4.978 -2.982
C 1.508 4.275 -2.318
C 0.509 5.056 -1.507
C 1.491 2.875 -2.434
Te 0.049 1.732 -1.402
N -1.534 -1.644 -1.276
C -2.389 -0.825 -0.492
O -1.920 -0.008 0.262
C -3.839 -1.101 -0.657
C -4.662 -1.038 0.462
C -6.011 -1.321 0.333
C -6.540 -1.635 -0.913
C -5.719 -1.672 -2.032
C -4.362 -1.420 -1.903
C 0.370 2.442 0.546
C -0.722 2.868 1.304
C -2.134 2.976 0.791
C -0.493 3.250 2.624
C 0.770 3.215 3.190
C 0.987 3.597 4.628
C 1.839 2.803 2.404
C 1.674 2.412 1.086
C 2.894 2.014 0.299
C 2.437 2.210 -3.224
C 2.494 0.713 -3.384
C 3.411 2.963 -3.871
H 4.331 6.193 -4.444
H 4.674 4.804 -5.479
H 5.512 4.984 -3.943
H 2.522 6.060 -2.897
H 0.545 6.110 -1.780
H 0.716 4.975 -0.440
H -0.512 4.698 -1.662
H -4.231 -0.787 1.423
H -6.653 -1.300 1.204
H -7.595 -1.856 -1.011
H -6.134 -1.913 -3.002
H -3.707 -1.478 -2.762
H -2.239 2.675 -0.248
H -2.481 4.009 0.877
H -2.799 2.344 1.379
H -1.337 3.582 3.220
H 0.106 4.083 5.045
H 1.834 4.277 4.733
H 1.201 2.714 5.233
H 2.837 2.781 2.830
H 3.733 1.846 0.976
H 3.183 2.794 -0.405
H 2.736 1.096 -0.263
H 1.586 0.208 -3.065
H 3.310 0.297 -2.790
H 2.676 0.452 -4.427
H 4.145 2.449 -4.483
Br -6.277 -6.704 -0.301
C -4.691 -5.668 -0.277
C -4.170 -5.196 -1.467
C -3.042 -4.388 -1.431
C -2.384 -4.095 -0.231
C -2.932 -4.606 0.949
C -4.085 -5.378 0.934
H -4.659 -5.422 -2.405
H -2.684 -3.975 -2.367
H -2.474 -4.407 1.909
H -4.506 -5.752 1.857
*
```

Summary:
LUMO level (alpha / beta): -2.989 / -2.630 eV
expectation value of S²: 0.76

Löwdin atomic charge list, values in e, 5 entries: atom 1 (Mo): 1.832, atom 2 (O): -0.261, atom 3 (S): 0.513, atom 4 (O): -0.342, atom 5 (O): -0.470

=====

# 4
This record from the OMol25 dataset describes a structure of composition C37H35FN2O3PRbS2. The level of theory is ωB97M-V with the def2-TZVPD basis set.

```
! wB97M-V def2-TZVPD RIJCOSX def2/J DEFGRID3
* xyz -2 1
Rb -0.362 -1.020 0.095
O 0.419 3.195 0.362
S -0.608 2.193 0.649
O -1.070 1.528 -0.653
O -0.274 1.193 1.662
C -2.008 3.042 1.270
C -1.891 4.161 2.053
C -3.021 4.950 2.244
C -4.197 4.568 1.647
C -4.323 3.340 1.024
C -3.187 2.588 0.711
P -3.327 1.061 -0.197
C -4.869 0.372 0.403
C -5.106 0.373 1.803
C -6.238 -0.263 2.330
C -7.122 -0.887 1.453
C -6.859 -0.906 0.106
C -5.760 -0.286 -0.448
C -3.645 1.417 -1.927
C -4.418 2.511 -2.277
C -4.506 2.832 -3.620
C -3.961 2.014 -4.574
C -3.321 0.837 -4.213
C -3.180 0.512 -2.913
H -0.962 4.421 2.540
H -2.943 5.898 2.796
H -5.063 5.222 1.685
H -5.330 2.992 0.753
H -4.355 0.812 2.468
H -6.451 -0.128 3.399
H -8.014 -1.319 1.850
H -7.543 -1.417 -0.595
H -5.688 -0.182 -1.541
H -4.891 3.125 -1.535
H -5.058 3.745 -3.951
H -3.983 2.274 -5.663
H -3.015 0.178 -4.986
H -2.662 -0.437 -2.606
C 4.610 -1.252 -3.103
C 3.794 -0.055 -2.618
C 2.303 -0.290 -2.962
C 4.127 0.267 -1.178
C 4.969 1.382 -0.951
C 5.360 1.699 0.374
C 4.863 0.957 1.423
C 3.992 -0.127 1.268
C 3.471 -0.823 2.495
C 2.555 0.169 3.247
C 4.514 -1.315 3.493
C 3.668 -0.564 -0.067
N 2.976 -1.675 -0.331
C 3.376 -2.914 0.095
C 4.747 -3.238 0.477
C 5.160 -4.509 0.747
C 4.224 -5.553 0.808
C 2.911 -5.334 0.457
C 2.495 -4.042 0.113
F 1.177 -3.861 -0.236
H 4.396 -1.460 -4.189
H 4.317 -2.154 -2.542
H 5.678 -1.004 -2.944
H 4.157 0.825 -3.197
H 1.837 -1.032 -2.294
H 2.220 -0.732 -3.968
H 1.694 0.602 -2.945
H 5.288 1.983 -1.790
H 6.053 2.525 0.602
H 5.091 1.275 2.458
H 2.944 -1.773 2.198
H 3.121 1.024 3.688
H 2.038 -0.270 4.096
H 1.724 0.633 2.603
H 4.837 -0.473 4.165
H 5.411 -1.732 2.953
H 4.077 -2.102 4.137
H 5.494 -2.408 0.503
H 6.209 -4.612 0.964
H 4.583 -6.558 1.046
H 2.199 -6.178 0.408
S -2.060 -3.111 -1.203
C -3.418 -3.275 -0.295
N -4.389 -3.425 0.388
*
```

Summary:
LUMO level: 3.971 eV

Löwdin atomic charge list, values in e, 5 entries: atom 1 (Rb): 0.737, atom 2 (O): -0.323, atom 3 (S): 0.451, atom 4 (O): -0.569, atom 5 (O): -0.470

=====

# 5
This record from the OMol25 dataset describes a structure of composition C37H36AsF5N9NaO3. The level of theory is ωB97M-V with the def2-TZVPD basis set.

```
! wB97M-V def2-TZVPD RIJCOSX def2/J DEFGRID3
* xyz -2 1
Na -1.040 0.467 0.791
C 4.193 1.024 -0.622
N 2.924 0.377 -0.385
C 1.811 1.213 -0.801
C 2.800 -0.958 -0.895
C 3.449 -1.327 -2.068
C 3.369 -2.612 -2.587
C 2.590 -3.541 -1.909
C 1.923 -3.185 -0.753
C 1.987 -1.887 -0.192
N 1.240 -1.519 0.899
C 1.136 -2.414 1.920
C 2.160 -3.356 2.224
C 2.077 -4.253 3.268
C 0.963 -4.271 4.104
C -0.030 -3.333 3.866
C 0.042 -2.412 2.829
N -1.005 -1.424 2.691
C -1.010 -0.509 3.824
C -2.335 -2.011 2.534
H 4.341 1.352 -1.665
H 5.010 0.354 -0.352
H 4.259 1.923 0.001
H 1.894 1.518 -1.859
H 1.749 2.118 -0.192
H 0.882 0.660 -0.691
H 4.041 -0.585 -2.591
H 3.886 -2.871 -3.502
H 2.484 -4.550 -2.294
H 1.301 -3.919 -0.252
H 3.038 -3.364 1.590
H 2.894 -4.948 3.435
H 0.876 -4.982 4.916
H -0.900 -3.309 4.515
H -1.320 -1.008 4.759
H -1.687 0.325 3.630
H -0.002 -0.128 3.975
H -2.708 -2.457 3.471
H -2.301 -2.787 1.772
H -3.040 -1.242 2.219
O 0.048 4.510 -5.719
N 0.010 3.282 -5.902
O 0.224 2.808 -7.031
C -0.318 2.422 -4.846
C -0.250 1.044 -5.109
C -0.503 0.082 -4.176
C -0.370 -1.336 -4.452
C -0.604 -2.242 -3.507
C -1.034 -1.821 -2.124
N -1.070 -0.396 -1.860
C -0.844 0.436 -2.821
C -0.907 1.887 -2.526
N -1.188 2.180 -1.254
C -1.311 3.436 -0.879
C -1.166 4.484 -1.787
C -0.840 4.206 -3.095
C -0.675 2.870 -3.517
H 0.025 0.747 -6.113
H -0.054 -1.637 -5.445
H -0.475 -3.299 -3.704
H -0.374 -2.283 -1.380
H -1.530 3.607 0.169
H -1.306 5.507 -1.463
H -0.703 5.000 -3.807
F -2.797 -1.968 -0.540
C -2.435 -2.358 -1.787
F -3.373 -1.886 -2.649
C -2.583 -3.899 -1.795
F -3.722 -4.275 -1.198
F -1.570 -4.486 -1.146
F -2.610 -4.391 -3.043
N -3.288 1.007 1.144
C -4.258 1.632 1.232
C -5.455 2.354 1.382
C -6.370 1.975 2.387
N -7.123 1.670 3.211
C -5.723 3.495 0.595
N -5.960 4.440 -0.030
C 1.886 3.917 2.251
As 1.013 2.302 2.851
C 2.327 0.910 2.944
C 0.540 2.747 4.674
O -0.346 2.030 1.962
H 2.778 4.121 2.843
H 1.168 4.729 2.358
H 2.151 3.817 1.201
H 3.291 1.303 2.625
H 2.028 0.102 2.259
H 2.387 0.550 3.972
H 1.364 3.266 5.164
H 0.293 1.844 5.228
H -0.337 3.392 4.632
*
```

Summary:
LUMO level: 3.321 eV

Löwdin atomic charge list, values in e, 5 entries: atom 1 (Na): 0.167, atom 2 (C): -0.120, atom 3 (N): -0.198, atom 4 (C): -0.070, atom 5 (C): -0.189

=====

Number 1: maximum force 2.24 eV Å⁻¹. Number 2: maximum force 1.42 eV Å⁻¹. Number 3: maximum force 1.43 eV Å⁻¹. Number 4: maximum force 3.96 eV Å⁻¹. Number 5: maximum force 1.28 eV Å⁻¹.